(1)
Density functional theory data (ωB97M-V with the def2-TZVPD basis set) for a structure of composition C50H60BrF4N4P3PbSb.

Computed properties:
ΔE to the lowest compared entry with this formula, charge and spin = 0.000 eV
gap between HOMO and LUMO = 5.84 eV
net charge = +1
E_LUMO = -3.508 eV

Cartesian coordinates (Å):
Pb  -0.113797  0.922371  0.121871
C  5.447378  2.022228  1.185681
C  4.839867  2.811484  2.152759
C  3.471572  3.029029  2.143753
C  2.668624  2.478804  1.138718
C  3.290246  1.674344  0.180962
C  4.656552  1.443800  0.203684
N  1.270108  2.592617  1.122834
C  0.624310  3.670749  1.598405
C  1.190807  4.978113  1.714523
C  0.465626  6.026007  2.203243
C  -0.873236  5.875565  2.636258
C  -1.460563  4.651580  2.533876
C  -0.742641  3.554732  2.003083
N  -1.292562  2.303990  1.874133
N  -2.428988  2.082847  2.359032
C  -2.889178  0.760219  2.180752
C  -4.074703  0.423640  2.824479
C  -4.533273  -0.876727  2.723210
C  -3.803359  -1.792683  1.978283
C  -2.651387  -1.356965  1.348135
N  -2.199475  -0.107500  1.440779
H  6.516124  1.855734  1.203155
H  5.435900  3.249086  2.944266
H  3.019560  3.599162  2.943668
H  2.692780  1.238934  -0.607733
H  5.102314  0.814461  -0.558150
H  2.207633  5.134602  1.384686
H  0.928367  7.004128  2.254095
H  -1.416288  6.722665  3.030495
H  -2.483915  4.487057  2.842363
H  -4.592772  1.180003  3.396672
H  -5.445644  -1.174616  3.222499
H  -4.117219  -2.822460  1.881235
H  -2.060288  -2.030046  0.740609
C  -3.342295  3.637305  -0.468831
P  -1.983227  2.801827  -1.352898
C  -2.883892  1.899278  -2.659923
C  -1.236496  4.188120  -2.299015
C  -0.194057  3.715999  -3.317031
P  1.199613  2.815866  -2.507558
C  2.308547  2.541223  -3.939425
C  2.045215  4.232297  -1.707343
H  -3.999734  4.155566  -1.169497
H  -2.930145  4.360135  0.235973
H  -3.925755  2.907798  0.093612
H  -3.481780  2.585189  -3.264257
H  -3.540067  1.166766  -2.191164
H  -2.189696  1.360028  -3.305179
H  -0.789629  4.875155  -1.574638
H  -2.046038  4.729871  -2.797264
H  0.196205  4.570486  -3.876311
H  -0.653057  3.043364  -4.047051
H  2.502029  3.468579  -4.482093
H  1.872995  1.812093  -4.622246
H  3.258306  2.141520  -3.580284
H  2.180147  5.051415  -2.417116
H  3.019375  3.915287  -1.335365
H  1.466346  4.586912  -0.853773
F  5.816499  -4.832210  -0.297587
C  4.896365  -4.011567  0.181500
C  4.617514  -3.991689  1.534310
F  5.273098  -4.794340  2.360241
C  3.645402  -3.129940  2.013862
F  3.414474  -3.158525  3.325992
C  2.930346  -2.269876  1.188014
P  1.564276  -1.238611  1.858315
C  2.298968  -0.218377  3.172236
C  3.641437  -0.199812  3.528250
C  4.073940  0.609744  4.569973
C  3.173046  1.408349  5.256546
C  1.834709  1.421797  4.883456
C  1.403807  0.620536  3.840007
C  0.596138  -2.504807  2.756760
C  0.423839  -2.540285  4.136164
C  -0.360505  -3.529349  4.713321
C  -0.962425  -4.499645  3.924726
C  -0.782877  -4.479427  2.548300
C  -0.017463  -3.479363  1.969869
C  3.229798  -2.316191  -0.178768
Br  2.324078  -1.276971  -1.472567
C  4.198245  -3.172136  -0.671665
F  4.479288  -3.224785  -1.970897
H  4.360294  -0.810843  2.998176
H  5.121181  0.613831  4.843046
H  3.514089  2.030924  6.073667
H  1.128839  2.057643  5.402740
H  0.356510  0.637512  3.549467
H  0.908828  -1.805766  4.765573
H  -0.487427  -3.549842  5.787834
H  -1.561765  -5.275288  4.383156
H  -1.237325  -5.241299  1.926881
H  0.120603  -3.465974  0.892404
C  -4.881189  -1.251578  -1.756435
C  -4.054385  -2.357453  -2.410540
C  -4.564145  -2.630141  -3.821741
Sb  -1.905756  -1.982921  -2.273743
C  -1.369577  -1.665808  -4.356366
C  -0.097610  -0.818281  -4.395383
C  -1.219076  -2.893926  -5.244735
C  -1.440923  -4.067924  -1.825504
C  -2.080214  -5.121009  -2.724764
C  0.056829  -4.314556  -1.681435
H  -5.903130  -1.595689  -1.573441
H  -4.955921  -0.385019  -2.417669
H  -4.467785  -0.915785  -0.802780
H  -4.162530  -3.269442  -1.814263
H  -4.418549  -1.763188  -4.470687
H  -5.638170  -2.838307  -3.802137
H  -4.073815  -3.482139  -4.291356
H  -2.202093  -1.058152  -4.727108
H  0.768534  -1.398388  -4.062798
H  -0.163957  0.064212  -3.751690
H  0.110958  -0.480617  -5.415236
H  -0.373753  -3.506644  -4.922591
H  -1.022203  -2.588547  -6.276741
H  -2.107430  -3.522419  -5.250882
H  -1.902861  -4.149280  -0.831866
H  -1.597828  -5.153958  -3.701010
H  -3.147011  -4.957039  -2.878246
H  -1.964954  -6.111396  -2.274485
H  0.576975  -4.177693  -2.633216
H  0.246154  -5.340649  -1.351603
H  0.518144  -3.638758  -0.960462

Cartesian forces (eV/Å) of the 2 atoms listed first:
0.273 0.003 -0.281
0.011 -0.009 -0.001

---

(2)
Density functional theory data (ωB97M-V with the def2-TZVPD basis set) for a cluster of 9 separate species, C50H65BN4O25S in total.

Computed properties:
structure (SMILES) = NCc1cccc2c1N(B(N)O)c1ccc(-c3cccnc3)cc1S2.C[C@@H]1COC(=O)O1.C[C@@H]1COC(=O)O1.C[C@@H]1COC(=O)O1.C[C@@H]1COC(=O)O1.C[C@@H]1COC(=O)O1.C[C@@H]1COC(=O)O1.C[C@@H]1COC(=O)O1.C[C@@H]1COC(=O)O1
gap between HOMO and LUMO = 6.96 eV
net charge = 0
E_LUMO = -0.608 eV

Cartesian coordinates (Å):
N  -3.147999  4.607278  1.803241
C  -2.860465  5.298763  0.493844
C  -1.757333  4.573859  -0.470336
C  -1.141389  5.518249  -1.706019
C  -0.059768  5.001376  -2.822933
C  0.458327  3.446662  -2.749594
C  -0.118622  2.515663  -1.530604
C  -1.225593  3.027443  -0.386017
N  -1.743148  2.092604  0.683087
B  -2.884843  1.214661  0.203129
N  -4.134347  0.880975  1.039681
O  -2.834445  0.581639  -1.150735
C  -0.645942  1.311553  1.371427
C  -0.553527  1.151861  3.033978
C  0.691022  0.314022  3.774063
C  1.896780  -0.415247  2.920559
C  3.178265  -1.226992  3.588890
C  4.434678  -0.384649  4.305241
C  5.593589  -1.430706  4.871512
C  5.538259  -3.054990  4.808601
N  4.385997  -3.739075  4.155807
C  3.333685  -2.847907  3.590653
C  1.796275  -0.305744  1.270727
C  0.580708  0.524841  0.549963
S  0.479634  0.709753  -1.349530
H  -2.292622  4.255199  2.285410
H  -3.652084  5.321210  2.405543
H  -3.834492  5.542408  -0.143371
H  -2.410485  6.368575  0.773642
H  -1.512449  6.646423  -1.788202
H  0.335153  5.674836  -3.697078
H  1.229012  3.032691  -3.555198
H  -4.562359  0.012506  0.598414
H  -4.885842  1.614864  0.890298
H  -3.745354  0.641517  -1.566900
H  -1.384149  1.637957  3.732947
H  0.722884  0.228100  4.941445
H  4.496117  0.782078  4.358095
H  6.557540  -0.946186  5.372801
H  6.435664  -3.684142  5.276303
H  2.440401  -3.421286  3.039184
H  2.591777  -0.812722  0.560986
C  -3.247384  -4.939891  0.165214
C  -3.741110  -3.771800  -0.663868
C  -4.025491  -2.536151  0.134712
O  -4.978315  -1.868292  -0.674097
C  -5.635688  -2.844067  -1.371782
O  -6.650101  -2.662248  -2.024474
O  -5.008665  -4.051677  -1.234899
H  -3.268114  -5.863331  -0.422977
H  -2.225512  -4.767452  0.516050
H  -3.889764  -5.109339  1.036359
H  -3.041798  -3.572906  -1.485168
H  -3.136001  -1.916288  0.280907
H  -4.484391  -2.739823  1.108649
C  -5.980064  -4.574424  -4.408597
C  -4.873622  -4.125387  -5.341189
C  -5.293430  -4.017528  -6.775608
O  -4.065622  -4.189767  -7.461829
C  -3.281900  -4.963689  -6.650741
O  -2.228252  -5.475075  -6.991929
O  -3.839696  -5.093641  -5.408890
H  -5.570068  -4.845980  -3.430179
H  -6.723507  -3.783289  -4.272798
H  -6.487702  -5.465752  -4.793427
H  -4.431659  -3.190398  -4.975684
H  -5.738366  -3.046320  -7.011373
H  -5.978299  -4.811922  -7.092650
C  1.777829  -1.305737  -7.113830
C  2.642413  -0.935742  -5.925901
C  2.467907  -1.837732  -4.742097
O  2.853194  -0.999651  -3.666341
C  2.577178  0.279905  -4.063320
O  2.599525  1.251751  -3.326358
O  2.266224  0.324026  -5.394326
H  1.779707  -0.499747  -7.855123
H  2.136627  -2.223573  -7.589101
H  0.734127  -1.454114  -6.815626
H  3.693037  -0.867703  -6.233614
H  3.105815  -2.725066  -4.792210
H  1.430620  -2.150829  -4.578910
C  3.962643  -3.471930  7.864769
C  4.827225  -3.101935  9.052698
C  4.652721  -4.003925  10.236501
O  5.038006  -3.165844  11.312258
C  4.761991  -1.886289  10.915280
O  4.784338  -0.914442  11.652241
O  4.451037  -1.842167  9.584273
H  3.964521  -2.665940  7.123476
H  4.321441  -4.389766  7.389498
H  2.918940  -3.620307  8.162973
H  5.877850  -3.033896  8.744985
H  5.290629  -4.891259  10.186389
H  3.615433  -4.317022  10.399689
C  -6.141698  5.974929  7.517127
C  -5.035256  6.423966  6.584534
C  -5.455063  6.531825  5.150114
O  -4.227256  6.359586  4.463894
C  -3.443534  5.585663  5.274982
O  -2.389886  5.074278  4.933794
O  -4.001330  5.455712  6.516833
H  -5.731702  5.703373  8.495544
H  -6.885141  6.766064  7.652925
H  -6.649336  5.083601  7.132296
H  -4.593292  7.358954  6.950040
H  -5.900000  7.503032  4.914350
H  -6.139933  5.737431  4.833074
C  -0.344289  3.384113  -6.531172
C  -0.838016  4.552203  -7.360253
C  -1.122398  5.787852  -6.561674
O  -2.075221  6.455712  -7.370482
C  -2.732594  5.479937  -8.068168
O  -3.747006  5.661756  -8.720859
O  -2.105571  4.272327  -7.931284
H  -0.365020  2.460674  -7.119363
H  0.677582  3.556552  -6.180336
H  -0.986670  3.214665  -5.660027
H  -0.138705  4.751098  -8.181553
H  -0.232906  6.407716  -6.415480
H  -1.581297  5.584181  -5.587737
C  6.482753  2.906348  -4.056946
C  5.989027  4.074437  -4.886028
C  5.704645  5.310087  -4.087449
O  4.751821  5.977946  -4.896257
C  4.094448  5.002172  -5.593942
O  3.080036  5.183991  -6.246633
O  4.721471  3.794561  -5.457059
H  6.462023  1.982908  -4.645137
H  7.504624  3.078787  -3.706110
H  5.840373  2.736900  -3.185802
H  6.688338  4.273333  -5.707328
H  6.594136  5.929950  -3.941254
H  5.245746  5.106415  -3.113511
C  3.357498  -9.049607  4.039580
C  2.863772  -7.881517  3.210498
C  2.579389  -6.645868  4.009077
O  1.626566  -5.978009  3.200269
C  0.969194  -6.953784  2.502583
O  -0.045219  -6.771965  1.849893
O  1.596217  -8.161394  2.639466
H  3.336767  -9.973048  3.451389
H  4.379369  -8.877169  4.390416
H  2.715118  -9.219056  4.910724
H  3.563083  -7.682623  2.389197
H  3.468881  -6.026005  4.155272
H  2.120491  -6.849540  4.983014

Cartesian forces (eV/Å) of the 2 atoms listed first:
-0.544 0.937 -0.516
1.230 1.223 -0.266

---

Which value of net charge does entry 1 give? +1

---

Which of these has the highest gap between HOMO and LUMO? C50H65BN4O25S